[1]
C32H26MnN7 | ωB97M-V with the def2-TZVPD basis set

The energy relative to the best compared isomer or geometry (same formula, charge and spin) comes out at 0.543 eV. The electronic energy comes out at -2768.9007 a.u. Its spin multiplicity is 5. The total charge is +2.

Last column: Löwdin spin population.
Element x y z (Å)
Mn -0.05546 0.25977 -0.26650  3.705
C 5.46286 -3.79182 0.03811  0.003
C 4.18926 -3.06207 0.28735  0.015
C 3.96666 -2.42664 1.51090  -0.003
C 2.79779 -1.75212 1.75985  0.013
C 1.77544 -1.64284 0.79502  0.003
N 0.63085 -0.90819 1.08386  0.062
C 0.15321 -1.03302 2.37576  0.000
C 0.22586 -2.27184 3.05130  0.013
C -0.17499 -2.41143 4.35602  -0.004
C -0.65728 -1.32225 5.08847  0.015
C -1.01742 -1.47738 6.52381  0.003
C -0.79922 -0.11179 4.42026  -0.002
C -0.42296 0.04404 3.09110  0.015
N -0.66726 1.28420 2.47467  0.002
C -0.80625 2.47199 3.09276  0.012
C -1.31964 3.36481 2.17660  0.002
C -1.46555 2.63241 1.00562  0.015
N -1.04750 1.37166 1.18317  0.005
C 2.00415 -2.28218 -0.44775  0.016
C 3.19181 -2.97133 -0.67641  -0.002
N 1.02353 -2.28569 -1.45793  0.003
C 0.88573 -3.19889 -2.44087  0.011
C -0.17187 -2.80668 -3.23179  0.004
C -0.63281 -1.62844 -2.65645  0.010
N 0.09363 -1.31709 -1.57899  -0.002
H 5.84205 -4.22553 0.96129  0.000
H 6.22350 -3.10106 -0.32889  0.001
H 5.34336 -4.57363 -0.70779  0.000
H 4.72443 -2.47187 2.27609  -0.001
H 2.65240 -1.27849 2.71891  0.000
H 0.58245 -3.13583 2.51039  0.000
H -0.11251 -3.37465 4.83579  -0.001
H -0.35011 -2.19089 7.00250  0.000
H -2.02959 -1.87160 6.62276  0.001
H -0.97984 -0.53236 7.05989  0.000
H -1.23728 0.72523 4.94214  0.000
H -0.53550 2.62358 4.11619  0.001
H -1.56330 4.39582 2.31989  0.000
H -1.89349 2.96408 0.07693  0.001
H 3.35001 -3.43830 -1.63638  0.000
H 1.50714 -4.06574 -2.52689  0.001
H -0.55348 -3.29718 -4.10273  0.000
H -1.44301 -1.01012 -2.99300  0.001
C 3.60109 2.95285 0.20356  0.002
C 2.78391 1.82362 0.28033  0.008
N 1.68388 1.68288 -0.43934  0.044
C 1.32908 2.68948 -1.27914  0.003
C 2.10750 3.85723 -1.44155  0.002
C 3.27850 3.96387 -0.67097  0.003
C 1.66055 4.87625 -2.33352  -0.002
C 0.49443 4.74683 -3.01398  0.001
C -0.33878 3.60087 -2.83909  -0.001
C -1.59461 3.45838 -3.45697  0.012
C -2.38686 2.38139 -3.12513  -0.001
C -1.91224 1.44253 -2.20954  0.014
N -0.70458 1.50135 -1.66696  -0.010
C 0.07432 2.57349 -1.96026  0.004
H 4.47280 3.01709 0.83304  0.000
H 3.03570 1.00650 0.94689  0.000
H 3.89613 4.84468 -0.75714  0.000
H 2.27018 5.76000 -2.44349  0.000
H 0.15340 5.52243 -3.68304  0.000
H -1.93121 4.20261 -4.16217  0.001
H -3.37581 2.26787 -3.53924  0.000
H -2.54770 0.62912 -1.87834  0.002

Forces on atoms 1 to 6 (eV/Å):
0.898 -1.255 1.405
0.270 0.007 -0.117
-0.519 0.129 -0.044
-0.089 -0.129 -0.187
-0.116 0.304 -0.410
1.053 -0.602 -0.734


[2]
CH3NO3 | ωB97M-V with the def2-TZVPD basis set

The energy relative to the best compared isomer or geometry (same formula, charge and spin) comes out at 4.709 eV. The electronic energy comes out at -320.1696 a.u. Its spin multiplicity is 1. The total charge is 0.

Last column: Löwdin charge in e.
Element x y z (Å)
C 1.14200 0.78256 0.32442  -0.383
N 1.74612 1.79782 0.42279  0.176
O -1.47702 -1.60163 -0.32685  -0.012
O 0.69410 -0.31555 0.22437  0.060
O -1.40804 -0.12300 0.17613  -0.277
H -0.71851 -1.89525 0.18895  0.107
H 1.26421 2.71196 0.32445  0.111
H -1.24285 -1.35691 -1.33425  0.218

Forces on atoms 1 to 6 (eV/Å):
-1.651 -5.342 -0.538
0.320 3.551 0.058
-0.225 2.120 -2.845
3.741 2.432 0.381
-3.355 -0.313 -0.250
0.762 -0.254 -0.402


[3]
C4H11NO2 | ωB97M-V with the def2-TZVPD basis set

The energy relative to the best compared isomer or geometry (same formula, charge and spin) comes out at 0.263 eV. The electronic energy comes out at -364.2585 a.u. Its spin multiplicity is 1. The total charge is 0.

Last column: Löwdin charge in e.
Element x y z (Å)
C -0.82503 -1.15150 -0.83922  -0.059
C -0.69959 -0.72481 0.62323  -0.477
C 0.60302 -1.12495 1.27670  -0.073
N -0.88823 0.75764 0.82126  0.025
H -1.81183 -0.88032 -1.21850  0.079
H -0.07571 -0.65877 -1.46120  0.070
H -0.66042 -2.22443 -0.92152  0.080
H -1.52698 -1.21491 1.15437  0.125
H 1.45058 -0.60611 0.82667  0.067
H 0.76917 -2.19921 1.15194  0.081
H 0.61211 -0.92628 2.35107  0.076
H -1.84576 0.93554 0.52374  0.095
H -0.91886 0.89359 1.82492  0.093
H -0.06556 1.55427 -0.39219  0.060
O 0.21654 2.02623 -1.26075  0.026
C 1.51182 1.87052 -1.43723  -0.431
O 2.24606 1.17880 -0.77688  0.033
H 1.90867 2.49469 -2.24641  0.130

Forces on atoms 1 to 6 (eV/Å):
0.357 0.622 0.237
-0.377 0.124 0.448
0.390 -0.398 -0.117
-0.527 -1.011 -0.485
0.006 -0.168 -0.096
0.004 0.010 0.027


[4]
C58H44Cl5N6OSTl | ωB97M-V with the def2-TZVPD basis set

The energy relative to the best compared isomer or geometry (same formula, charge and spin) comes out at 3.297 eV. The electronic energy comes out at -5511.9209 a.u. Its spin multiplicity is 1. The total charge is -2.

Last column: Löwdin charge in e.
Element x y z (Å)
Tl -0.38464 -0.14991 0.54403  0.830
C -5.52166 5.37629 1.64788  -0.113
C -4.33173 6.02913 1.37335  -0.099
C -3.22657 5.31115 0.95604  -0.045
C -3.29812 3.93007 0.80307  -0.201
C -4.51212 3.28576 1.03726  -0.020
C -5.61123 4.00559 1.46619  -0.083
C -2.12035 3.12508 0.43132  -0.066
C -1.05997 3.06370 1.34570  -0.288
C -0.94875 3.84098 2.55750  -0.021
C 0.25343 3.52610 3.10141  -0.005
C 0.85235 2.54271 2.23100  -0.248
C 2.15671 2.03210 2.38809  -0.056
C 2.89723 2.48215 3.58309  -0.196
C 2.46108 2.03176 4.82665  -0.032
C 3.13627 2.38825 5.97730  -0.078
C 4.24656 3.21558 5.90384  -0.113
C 4.67858 3.67887 4.67209  -0.101
C 4.00927 3.31251 3.51669  -0.041
C 2.77777 1.09917 1.56617  -0.255
N 2.10303 0.31344 0.66553  0.080
C 2.97051 -0.53034 0.15203  -0.225
C 2.54191 -1.69626 -0.67231  -0.208
C 3.62511 -2.72371 -0.91675  -0.134
C 4.81156 -2.75375 -1.56327  -0.089
C 5.70217 -3.84351 -1.57814  -0.148
C 5.63098 -5.03067 -0.83009  -0.188
C 4.82820 -5.38635 0.21211  -0.147
C 3.80901 -4.53352 0.89907  -0.117
C 1.68119 -1.36246 -1.84789  -0.229
C 1.72313 -2.01285 -3.11790  -0.013
C 0.74165 -1.43833 -3.87618  -0.027
C 0.10357 -0.45864 -3.04220  -0.237
N 0.72221 -0.46080 -1.81276  0.083
C -1.00337 0.32631 -3.37897  -0.045
C -1.64884 1.25670 -2.53507  -0.253
C -2.73925 2.11022 -2.94830  -0.031
C -3.07145 2.86006 -1.86759  -0.021
C -2.16069 2.48297 -0.81737  -0.258
N -1.31659 1.52785 -1.25749  0.075
C -1.61210 0.11813 -4.70986  -0.183
C -2.94071 -0.30050 -4.80799  -0.048
C -3.51626 -0.57494 -6.03400  -0.088
C -2.77817 -0.42659 -7.19834  -0.111
C -1.47383 0.03309 -7.12051  -0.095
C -0.89809 0.30856 -5.89178  -0.037
C 4.27949 -0.31349 0.68634  -0.005
C 4.15858 0.70361 1.58732  -0.023
N 0.03807 2.29098 1.19067  0.074
H -6.37521 5.93641 2.00646  0.089
H -4.26571 7.10296 1.49194  0.093
H -2.29574 5.81442 0.73534  0.120
H -4.57306 2.21588 0.90044  0.120
H -6.54404 3.49810 1.67041  0.098
H -1.69077 4.51671 2.94418  0.098
H 0.69114 3.90904 4.00650  0.101
H 1.58964 1.39496 4.86904  0.108
H 2.79345 2.01871 6.93410  0.100
H 4.77192 3.49888 6.80722  0.089
H 5.54166 4.33077 4.61202  0.092
H 4.33601 3.67726 2.55300  0.118
H 5.09337 -1.87990 -2.14166  0.109
H 6.54632 -3.76781 -2.25646  0.060
H 6.36368 -5.78554 -1.11836  0.080
H 4.92910 -6.39313 0.60486  0.065
H 3.17169 -5.14962 1.54585  0.113
H 2.40753 -2.79570 -3.39272  0.100
H 0.46881 -1.69232 -4.88562  0.090
H -3.16939 2.15721 -3.93416  0.095
H -3.83392 3.61400 -1.78921  0.099
H -3.51575 -0.41520 -3.90311  0.104
H -4.54110 -0.91992 -6.08897  0.098
H -3.23054 -0.64871 -8.15713  0.090
H -0.89833 0.16550 -8.02864  0.095
H 0.11003 0.69673 -5.84160  0.121
H 5.16015 -0.87363 0.43094  0.096
H 4.93326 1.14132 2.19235  0.095
Cl 2.17631 -1.40737 3.82886  0.686
C 0.52079 -1.17681 4.31461  -0.724
C -0.30877 -0.41939 3.49862  -0.217
C -1.60035 -0.24310 3.98917  -0.730
Cl -2.70916 0.70180 3.04493  0.672
C -2.05331 -0.78931 5.18437  -0.723
Cl -3.65856 -0.51417 5.77361  0.613
C -1.19139 -1.57717 5.93769  -0.731
Cl -1.74651 -2.31257 7.39955  0.609
C 0.11469 -1.76665 5.50728  -0.724
Cl 1.19302 -2.72288 6.47175  0.608
C -0.19939 -5.11010 -1.57371  0.003
C 0.84031 -4.31227 -0.86644  -0.407
N 0.58961 -3.27143 -0.16728  0.120
C 1.84889 -2.75878 0.29027  -0.158
C 2.94747 -3.78316 -0.11821  -0.330
N 2.14669 -4.68772 -0.93497  0.160
H -1.02407 -4.45901 -1.83772  0.049
H -0.56670 -5.90462 -0.92503  0.081
H 0.22077 -5.55985 -2.46933  0.076
H 1.80059 -2.44910 1.33167  0.104
H 4.29266 -3.77496 1.52696  0.122
H 2.49143 -5.57630 -1.25137  0.136
C -2.24656 -3.55943 1.49432  -0.150
C -3.21800 -3.60522 0.33234  -0.368
S -3.20846 -1.96106 -0.54284  0.816
O -4.14127 -1.12728 0.21551  -0.550
C -4.26836 -2.55448 -1.98445  -0.373
C -3.42726 -3.23589 -3.04350  -0.163
H -2.32254 -4.46280 2.10161  0.072
H -2.46149 -2.70056 2.12707  0.064
H -1.22499 -3.46952 1.12675  0.032
H -4.23999 -3.77541 0.66754  0.085
H -2.92453 -4.36167 -0.39001  0.059
H -4.71156 -1.63490 -2.36514  0.066
H -5.06098 -3.19752 -1.60713  0.078
H -2.48493 -2.70510 -3.16391  0.059
H -3.93562 -3.24094 -4.00961  0.066
H -3.21481 -4.26707 -2.76918  0.056

Forces on atoms 1 to 6 (eV/Å):
-0.234 -0.199 0.225
-0.091 0.090 0.027
-0.081 0.169 0.056
0.078 -0.075 -0.092
-0.203 0.188 0.084
0.128 0.017 -0.010


[5]
C5H10N2O2 | ωB97M-V with the def2-TZVPD basis set

The energy relative to the best compared isomer or geometry (same formula, charge and spin) comes out at 1.303 eV. The electronic energy comes out at -456.5063 a.u. Its spin multiplicity is 1. The total charge is 0.

Last column: Löwdin charge in e.
Element x y z (Å)
C -1.64055 1.20382 0.12430  -0.008
C -1.75732 -0.27679 0.43095  -0.631
N -1.86908 -1.06574 -0.66352  0.160
O -1.81319 -0.71887 1.55586  0.040
H -1.63104 -0.72902 -1.58069  0.095
H -1.90202 -2.05979 -0.52005  0.110
H -1.00997 1.38190 -0.74712  0.068
H -2.63718 1.59248 -0.08341  0.087
H -1.24480 1.72438 0.99150  0.082
C 2.00649 1.22775 -0.17542  -0.015
C 1.31657 -0.08024 -0.42079  -0.452
C 1.27060 -1.01176 0.76192  -0.194
N 1.11163 -2.25051 0.66614  0.148
O 0.85425 -0.41182 -1.48997  0.065
H 0.96492 -2.57037 -0.29560  0.065
H 1.43086 -0.58766 1.74692  0.114
H 3.02245 1.03561 0.16587  0.093
H 1.49316 1.76789 0.61306  0.083
H 2.03421 1.82876 -1.07995  0.089

Forces on atoms 1 to 6 (eV/Å):
0.060 -0.075 0.036
-0.233 0.303 -0.310
-0.204 -0.193 -0.295
0.045 -0.009 0.464
0.050 -0.020 0.121
0.005 -0.046 0.040


[6]
C6H6 | ωB97M-V with the def2-TZVPD basis set

The energy relative to the best compared isomer or geometry (same formula, charge and spin) comes out at 6.125 eV. The electronic energy comes out at -232.0013 a.u. Its spin multiplicity is 1. The total charge is 0.

Last column: Löwdin charge in e.
Element x y z (Å)
C 0.41379 0.11238 -1.53127  -0.043
C -0.00030 0.04776 -0.08598  -0.289
C 0.30674 1.07207 0.77244  -0.227
C -0.30223 1.18976 2.06470  0.093
C -0.65141 -1.16333 0.30944  -0.092
C -1.04195 -2.28406 0.53660  0.168
H -0.48092 0.09036 -2.16741  0.099
H 0.95388 1.04210 -1.72650  0.078
H 1.03501 -0.74526 -1.81138  0.095
H 1.01911 1.78893 0.34850  0.091
H 0.13542 2.11441 2.50464  -0.016
H -1.38715 -3.26511 0.78623  0.041

Forces on atoms 1 to 6 (eV/Å):
0.048 0.046 -0.001
0.060 -0.088 -0.043
-0.071 -0.088 0.081
0.509 -0.053 -0.358
-0.198 -0.461 0.131
0.158 0.620 -0.076


> Which of these has the lowest energy relative to the best compared isomer or geometry (same formula, charge and spin)?

C4H11NO2


> What is the electronic energy in the third record?

-364.2585 a.u.